Run P
Formula: C3H12NO3
Source: the OMol25 dataset
Level of theory: the ωB97M-V functional and the def2-TZVPD basis

Atoms and positions in Å:
C: -0.05653 1.27802 1.84809
N: 1.05719 0.29650 1.74790
C: 1.72043 0.35127 0.49298
C: 1.01207 -0.19385 -0.81697
O: 0.57512 -1.49115 -0.53241
H: -0.54311 0.91014 2.75699
H: -0.85659 1.22490 1.10320
H: 0.34037 2.27408 2.02900
H: 0.68911 -0.61099 1.99836
H: 2.57006 -0.33928 0.53131
H: 1.96572 1.40546 0.22167
H: 1.92154 -0.26846 -1.48507
H: 0.29534 0.47887 -1.25149
H: -2.00897 -2.27511 -0.87551
H: -0.46682 -1.61409 -0.96258
O: -1.59012 -1.91622 -1.67661
H: -2.42206 0.45235 -1.04434
H: -1.84588 -0.43600 -2.07362
O: -2.35688 0.47360 -2.01090

- highest occupied orbital energy (eV) = -4.353
- net charge = -1



Run Q
Formula: C3H12NO3
Source: the OMol25 dataset
Level of theory: the ωB97M-V functional and the def2-TZVPD basis

Atoms and positions in Å:
C: -1.28812 -0.68566 0.74679
N: -0.35297 -1.06289 -0.33447
C: -0.25398 -0.13233 -1.48507
O: 0.29151 1.08378 -1.26123
C: -1.17056 -1.61238 1.93423
H: -2.28663 -0.65184 0.28966
H: -1.00842 0.34775 1.04218
H: 0.57269 -1.20532 0.06817
H: 0.43534 -0.79943 -2.10495
H: -1.19719 -0.02571 -2.03803
H: -0.86138 -2.58043 1.58404
H: -0.44047 -1.35597 2.70202
H: -2.16389 -1.72761 2.39119
H: 0.58945 1.38913 0.18469
H: 1.38491 2.54521 0.86554
O: 0.76436 1.84994 1.10239
H: 1.62717 1.17762 -2.09584
H: 2.76309 1.94531 -1.37908
O: 2.59507 1.50083 -2.21221

- highest occupied orbital energy (eV) = -4.020
- net charge = -1



The calculated energies rank the structures as follows, beginning with the most stable: run Q, run P.



Run P
Formula: C3H12NO3
Source: the OMol25 dataset
Level of theory: the ωB97M-V functional and the def2-TZVPD basis

Atoms and positions in Å:
C: 0.29108 1.37297 1.95156
N: 1.16166 0.22656 1.69333
C: 1.83883 0.28382 0.40707
C: 0.93432 -0.22869 -0.70426
O: 0.53433 -1.52352 -0.44642
H: -0.58473 1.05975 2.51215
H: -0.09116 1.81631 1.01786
H: 0.85716 2.16326 2.44577
H: 0.57304 -0.60252 1.60882
H: 2.67911 -0.33629 0.48095
H: 2.16318 1.29543 0.13915
H: 1.39624 -0.06369 -1.69784
H: 0.05984 0.45441 -0.70202
H: -2.09050 -2.28396 -0.76228
H: -0.57373 -1.76069 -1.02770
O: -1.57188 -2.03999 -1.53967
H: -2.79509 0.56254 -1.25639
H: -2.18613 -0.66023 -1.97655
O: -2.59559 0.26453 -2.14355

- highest occupied orbital energy (eV) = -4.178
- net charge = -1



Run Q
Formula: C3H12NO3
Source: the OMol25 dataset
Level of theory: the ωB97M-V functional and the def2-TZVPD basis

Atoms and positions in Å:
C: -1.82742 -0.16489 0.96118
C: -1.66543 0.29962 -0.50327
C: -0.30613 0.99701 -0.78412
O: 0.65422 0.10146 -1.16413
N: -0.60285 -0.56322 1.66700
H: -2.57180 -0.96007 1.08883
H: -2.25980 0.60343 1.60764
H: -1.73166 -0.56816 -1.15150
H: -2.47410 1.01740 -0.70612
H: 0.01811 1.69998 -0.00602
H: -0.54252 1.69976 -1.64638
H: 0.01042 0.22147 1.88059
H: -0.01114 -1.09395 1.03856
H: 1.38426 -1.34765 -0.96908
H: 2.69045 -2.08278 -0.57323
O: 1.75792 -2.22175 -0.70768
H: 2.79915 1.49561 -0.11962
H: 1.87883 0.26242 -0.11628
O: 2.79951 0.60429 0.20361

- highest occupied orbital energy (eV) = -3.856
- net charge = -1



The calculated energies rank the structures as follows, beginning with the most stable: run Q, run P.



Run P
Formula: C5H31NO12
Source: the OMol25 dataset
Level of theory: the ωB97M-V functional and the def2-TZVPD basis

Atoms and positions in Å:
C: 1.02486 -1.45421 -1.26262
C: -0.27851 -2.19820 -1.39049
C: -0.27301 -3.72332 -0.95688
O: -1.24485 -1.55351 -0.58345
C: 1.23475 -0.53764 -2.36699
N: 1.53852 0.82373 -2.29844
C: 1.49790 1.65422 -1.06924
O: 1.35626 -0.81518 -3.53059
H: 1.10631 -0.93328 -0.24867
H: 1.94771 -2.22092 -1.34810
H: -0.63138 -2.22880 -2.49822
H: -1.32226 -3.94415 -0.86947
H: -0.07873 -4.47323 -1.87894
H: 0.34031 -3.92986 -0.20159
H: -1.05644 -0.73524 -0.45465
H: 1.73500 1.20879 -3.25940
H: 1.17296 1.23124 -0.10742
H: 0.69405 2.55778 -1.21321
H: 2.47164 1.88295 -0.65636
H: 3.46005 0.15528 -0.28691
H: 4.88919 0.03084 0.37747
O: 4.23365 0.66881 0.08030
H: -4.78877 1.45554 0.94904
H: -4.59256 0.78661 -0.39183
O: -4.23641 0.73592 0.57139
H: 0.51771 1.80793 2.83381
H: 0.45744 3.12816 2.57477
O: 0.06289 2.55691 3.27422
H: 2.85333 2.21935 2.82408
H: 2.71539 1.89660 1.38405
O: 2.31109 1.89477 2.27285
H: -2.67703 -2.74729 2.59379
H: -2.69474 -1.28270 1.85573
O: -2.71379 -1.78086 2.68618
H: -2.70744 1.30454 -2.07061
H: -3.62534 0.58058 -2.85984
O: -3.18471 0.50432 -2.07556
H: -0.39098 2.19129 -2.24234
H: -1.03261 1.88333 -3.48527
O: -1.21707 2.33575 -2.74487
H: -1.54651 2.63726 1.79394
H: -2.13567 1.70698 0.72783
O: -1.22977 2.09360 0.94657
H: -0.11736 0.37695 1.56507
H: -0.51734 -0.81835 2.60040
O: 0.14762 -0.36763 2.03933
H: 1.81930 -2.30155 2.23533
H: 2.23273 -1.76132 3.34558
O: 2.47264 -2.50281 2.82027

- highest occupied orbital energy (eV) = -9.906
- SMILES = CNC(=O)C[C@@H](C)O.O.O.O.O.O.O.O.O.O.O



Run Q
Formula: C5H31NO12
Source: the OMol25 dataset
Level of theory: the ωB97M-V functional and the def2-TZVPD basis

Atoms and positions in Å:
C: 2.23123 -1.88525 -0.36278
N: 0.97277 -1.51703 0.23148
C: 0.74953 -2.42396 1.41257
C: 0.86263 0.81409 -0.58032
C: 0.81358 -0.12465 0.62270
C: 1.87096 0.35794 1.65141
O: 1.71476 -0.09631 2.90521
O: 2.76450 1.17437 1.50742
H: 2.28616 -1.36798 -1.36164
H: 3.11109 -1.50263 0.28765
H: 2.18232 -2.99555 -0.31895
H: 0.45819 -3.44552 1.06401
H: 1.66596 -2.53429 1.95519
H: -0.13796 -2.04167 1.96954
H: 0.22506 1.68722 -0.31424
H: 0.58349 0.30035 -1.50983
H: 1.86253 1.21613 -0.76727
H: -0.22968 -0.06449 1.07274
H: -1.46880 3.42315 1.02498
H: 3.35711 -1.55296 -2.59620
H: 2.17601 -1.29141 -3.50164
O: 3.02585 -0.91857 -3.23653
H: -2.56948 3.44238 -1.09206
H: -2.80485 1.99939 -0.70443
O: -2.33628 2.82846 -0.39725
H: -0.01802 3.75573 1.34213
H: 2.41748 0.29252 3.48105
O: -0.83345 3.52528 1.77051
H: -0.02632 -1.27221 -3.85873
H: 0.03876 -2.74569 -3.89242
O: 0.63776 -2.01369 -3.92913
H: -3.45211 2.00945 1.28495
H: -2.22571 1.46644 1.91003
O: -2.97688 1.17596 1.41163
H: -2.84645 -3.84373 -0.10080
H: -1.40407 -3.20784 -0.13970
O: -2.14345 -3.54669 -0.68336
H: -2.69232 0.27178 -2.00296
H: -3.18189 -0.18558 -0.69309
O: -3.33202 0.52911 -1.30636
H: 2.29762 2.74026 0.63387
H: 2.38088 4.07337 1.32350
O: 1.89597 3.60943 0.64698
H: -0.82985 2.20890 2.83340
H: -0.56866 0.80380 3.55690
O: -1.18677 1.51244 3.46968
H: -1.18003 -1.22165 -1.59218
H: -2.39606 -2.02583 -2.05524
O: -1.74108 -1.39278 -2.37243

- highest occupied orbital energy (eV) = -9.577
- SMILES = C[C@H](C(=O)O)N(C)C.O.O.O.O.O.O.O.O.O.O



Run R
Formula: C5H31NO12
Source: the OMol25 dataset
Level of theory: the ωB97M-V functional and the def2-TZVPD basis

Atoms and positions in Å:
O: 1.69689 -0.33235 2.21235
C: 1.97509 -1.12111 1.42543
C: 0.78149 -2.00308 0.74779
C: 0.25563 -1.07107 -0.41285
C: -0.52813 -1.83128 -1.44421
C: 0.21996 -2.31364 -2.66967
O: 0.39793 -1.32637 -3.69124
N: -0.36334 -2.26033 1.53791
H: 2.97250 -1.01126 1.02829
H: 1.31384 -2.95070 0.36710
H: -0.19381 -0.17396 0.19126
H: 1.07876 -0.41761 -0.89171
H: -0.83237 -2.69764 -0.88263
H: -1.44409 -1.30390 -1.66914
H: -0.37287 -3.01151 -3.23950
H: 1.14337 -2.80879 -2.48644
H: 0.95396 -0.66928 -3.28074
H: -0.23019 -2.84575 2.40004
H: -0.74429 -1.36511 1.85813
H: 3.88672 0.83590 0.36446
H: 3.32272 0.41913 -0.92875
O: 3.98483 0.18417 -0.27947
H: 1.80835 2.76852 -0.15187
H: 0.91911 1.99536 -1.03109
O: 1.86648 2.05264 -0.89792
H: 2.46796 2.14810 1.71847
H: 3.35965 1.26592 2.59921
O: 3.33754 1.73951 1.70049
H: -3.40855 1.46117 0.32055
H: -3.42862 -0.13978 0.23177
O: -3.48607 0.62217 -0.10308
H: -1.96405 1.25710 -1.48597
H: -1.21889 1.87918 -2.48877
O: -1.14333 1.60191 -1.69385
H: 0.64377 0.47406 3.88411
H: -0.89639 0.81544 4.00458
O: -0.16843 0.17324 4.21272
H: -0.61433 2.97861 -0.41670
H: -0.78612 4.31647 0.31956
O: -0.29882 3.42930 0.33779
H: -2.70085 -0.15960 -3.06901
H: -1.37804 -0.35998 -3.76336
O: -1.99696 0.36107 -3.68700
H: -1.20234 2.41178 1.55983
H: -1.58098 0.85658 1.73968
O: -1.72447 1.76247 2.04764
H: -2.95589 -2.69111 -0.07166
H: -3.14757 -2.38391 1.36557
O: -3.52201 -2.14651 0.49910

- highest occupied orbital energy (eV) = -8.945
- SMILES = N[C@H](C=O)CCCO.O.O.O.O.O.O.O.O.O.O



Run S
Formula: C5H31NO12
Source: the OMol25 dataset
Level of theory: the ωB97M-V functional and the def2-TZVPD basis

Atoms and positions in Å:
C: -2.12674 0.43115 1.10602
N: -1.08741 -0.54941 0.62775
C: -1.07747 -0.75842 -0.74404
O: -2.01411 -0.07229 -1.40162
O: -0.33563 -1.58936 -1.28914
C: -2.16130 0.26997 2.69560
C: -1.53497 -1.05055 3.12537
C: -0.00078 -1.12528 3.28341
H: -3.08194 0.29185 0.66636
H: -1.75723 1.39430 0.79207
H: -0.31745 -0.92911 1.11774
H: -1.63073 0.31518 -2.22941
H: -1.59918 1.10993 3.08189
H: -3.22836 0.36603 2.99686
H: -1.86595 -1.81994 2.39638
H: -1.94085 -1.34659 4.13625
H: 0.41381 -2.09116 2.95380
H: 0.30050 -1.20824 4.33706
H: 0.62772 -0.31650 2.84730
H: 0.42534 -1.94575 -4.19240
H: 0.63927 -1.43256 -2.90150
O: 1.21723 -1.64980 -3.68220
H: -1.52099 -2.22671 -2.90040
H: -2.47916 -3.34045 -2.70970
O: -1.83023 -3.07496 -3.37186
H: 2.28386 -1.54383 1.95771
H: 2.36640 -2.33877 0.59723
O: 1.79056 -1.76714 1.17710
H: -0.30148 1.43599 -4.19037
H: 0.51823 1.06404 -2.86258
O: -0.33917 1.20599 -3.25526
H: 0.68321 2.10650 -0.09678
H: 0.89161 2.99911 -1.31927
O: 0.29689 2.71396 -0.67767
H: 1.37243 0.10639 0.60079
H: 1.09715 1.01993 1.91327
O: 1.66282 0.91655 1.13886
H: -1.24864 4.30554 1.30803
H: -0.14700 3.31902 0.84940
O: -0.57351 3.70949 1.61442
H: 2.74708 1.21291 -0.91760
H: 2.97119 1.12939 -2.41835
O: 2.28858 1.32380 -1.79606
H: 0.82989 3.87005 3.06796
H: 2.10994 2.92155 2.97264
O: 1.68895 3.61776 3.43837
H: 1.16952 -3.07424 -0.66400
H: 2.07109 -4.21915 -0.79539
O: 2.11532 -3.25286 -0.73563

- highest occupied orbital energy (eV) = -10.011
- SMILES = CCCCNC(=O)O.O.O.O.O.O.O.O.O.O.O



The calculated energies rank the structures as follows, beginning with the most stable: run S, run Q, run R, run P.